62
Properties=species:S:1:pos:R:3:lowdin_charge:R:1 method="wB97M-V/def2-TZVPD" energy_ev=-47282.762 de_lowest_kj_mol=9.65 e_homo_ev=-8.45 smiles="CCCCN(C)CCNC(=O)c1c[nH]c2ccc(S(=O)(=O)N(CC)CC)cc2c1=O" e_lumo_ev=-0.104 orbital_gap_ha=0.307
C 1.60 2.99 -1.34 -0.10
C 1.32 3.53 0.06 -0.26
C 1.60 2.51 1.16 -0.20
H 1.15 1.56 0.89 0.09
C 3.10 2.28 1.39 -0.21
N 3.33 1.00 2.04 -0.24
C 3.06 1.06 3.46 -0.09
H 2.05 1.41 3.61 0.08
H 3.15 0.06 3.88 0.08
H 3.75 1.73 4.00 0.09
C 4.63 0.42 1.76 -0.18
H 4.74 -0.45 2.41 0.12
C 4.73 -0.06 0.30 -0.15
N 3.51 -0.70 -0.12 0.09
C 3.35 -2.03 -0.11 -0.45
O 4.25 -2.84 0.07 0.04
C 1.96 -2.50 -0.41 -0.02
C 1.78 -3.85 -0.44 0.01
N 0.59 -4.44 -0.66 0.10
C -0.54 -3.71 -0.87 -0.17
C -1.78 -4.32 -1.09 0.01
C -2.91 -3.56 -1.29 -0.03
C -2.81 -2.17 -1.30 -0.24
C -1.60 -1.55 -1.11 0.01
C -0.45 -2.30 -0.87 -0.04
C 0.83 -1.61 -0.62 -0.29
O 0.88 -0.39 -0.59 0.03
H -1.52 -0.47 -1.11 0.12
S -4.29 -1.20 -1.61 0.67
O -5.39 -1.90 -1.01 -0.28
O -4.34 -0.94 -3.02 -0.27
N -3.98 0.21 -0.82 -0.28
C -3.81 1.43 -1.58 -0.26
C -5.13 2.08 -1.97 -0.07
H -5.70 2.35 -1.09 0.07
H -5.71 1.39 -2.57 0.07
H -4.94 2.98 -2.55 0.08
H -3.27 1.15 -2.49 0.11
H -3.19 2.11 -1.00 0.12
C -4.31 0.29 0.58 -0.24
C -3.07 0.31 1.47 -0.06
H -3.36 0.41 2.51 0.08
H -2.43 1.15 1.20 0.07
H -2.50 -0.61 1.35 0.07
H -4.92 -0.60 0.81 0.11
H -4.92 1.18 0.78 0.12
H -3.88 -4.01 -1.44 0.12
H -1.84 -5.40 -1.08 0.12
H 0.52 -5.45 -0.67 0.16
H 2.63 -4.49 -0.28 0.14
H 2.67 -0.13 -0.17 0.10
H 5.54 -0.79 0.21 0.12
H 4.93 0.77 -0.38 0.11
H 5.47 1.11 1.97 0.12
H 3.60 2.26 0.42 0.10
H 3.53 3.11 1.97 0.13
H 1.14 2.86 2.09 0.10
H 1.91 4.44 0.23 0.11
H 0.27 3.82 0.11 0.10
H 2.67 2.84 -1.49 0.06
H 1.25 3.68 -2.10 0.07
H 1.10 2.03 -1.47 0.06


62
Properties=species:S:1:pos:R:3:lowdin_charge:R:1 method="wB97M-V/def2-TZVPD" energy_ev=-37360.036 de_lowest_kj_mol=1834.96 e_homo_ev=-7.73 e_lumo_ev=0.513 orbital_gap_ha=0.303
C -4.91 -0.94 -0.11 -0.11
H -5.55 -0.16 -0.09 0.03
H -4.34 -0.78 -1.20 0.13
C -3.86 -0.83 0.88 -0.24
H -3.53 0.05 0.79 0.03
H -4.42 -1.12 1.92 0.19
C -2.77 -1.84 0.90 -0.39
N -1.92 -1.19 -0.52 0.07
C -0.92 -0.31 -0.68 -0.33
N -0.65 -0.25 -1.89 0.10
N -1.66 -0.76 -2.46 -0.04
N -2.42 -1.46 -1.72 0.05
C 0.06 0.19 0.28 -0.24
N 1.41 -0.09 0.43 -0.06
C 1.57 -1.38 1.07 -0.20
C 3.00 -1.66 1.52 -0.03
H 3.54 -0.96 2.00 0.05
H 3.15 -2.60 2.05 0.11
C 3.90 -1.65 -0.01 -0.07
C 3.37 -3.00 -0.54 -0.62
O 2.55 -3.85 -0.32 0.06
N 3.94 -3.17 -1.67 0.13
H 4.72 -2.50 -2.14 0.19
H 3.77 -4.03 -2.19 0.13
C 3.48 -0.35 -1.03 -0.02
C 2.06 -0.33 -0.94 -0.19
H 1.74 0.34 -1.54 0.05
H 1.60 -1.08 -1.47 0.11
H 3.82 0.32 -0.18 0.15
H 3.96 -0.62 -1.71 -0.02
H 4.89 -1.70 0.18 0.08
H 1.09 -1.22 2.05 0.12
H 1.15 -2.22 0.76 0.06
C 0.05 1.73 0.05 -0.04
C 1.23 2.48 0.23 0.11
C 1.39 4.11 -0.02 -0.26
C 0.23 4.58 -0.65 -0.03
C -0.99 3.92 -0.33 -0.02
C -1.10 2.59 -0.30 -0.17
O -2.37 1.96 -0.28 -0.05
C -3.25 2.32 -0.92 -0.36
H -3.16 2.80 -1.84 0.08
H -4.17 1.56 -1.15 0.14
H -3.82 3.10 -0.50 0.07
H -1.97 4.51 -0.99 0.20
H 0.43 5.56 -0.71 0.06
O 2.57 4.54 0.10 -0.11
C 3.81 3.86 0.47 0.02
H 4.47 4.87 0.33 0.16
H 3.46 3.64 1.49 0.11
H 3.97 3.27 -0.33 0.05
H 2.14 2.03 0.50 0.06
H -0.17 0.32 1.30 0.14
C -3.00 -3.24 0.50 0.00
H -3.41 -3.29 -0.46 0.08
H -2.14 -3.69 0.61 0.05
H -3.78 -3.59 1.08 0.09
C -1.96 -1.71 2.09 -0.05
H -0.89 -2.09 1.92 0.10
H -1.61 -0.73 2.73 0.17
H -2.37 -2.37 2.69 0.03
H -5.42 -1.90 -0.03 0.09


72
Properties=species:S:1:pos:R:3:lowdin_charge:R:1 method="wB97M-V/def2-TZVPD" energy_ev=-881933.353 e_homo_ev=-11.38 e_lumo_ev=-4.718 charge=+1 orbital_gap_ha=0.245
C 0.41 -0.11 0.51 -0.08
C 0.75 -0.19 -1.00 -0.20
C -0.48 0.19 -1.86 -0.27
F -0.28 -0.07 -3.20 0.04
C -1.67 -0.64 -1.35 -0.07
C -1.59 -1.99 -1.57 0.04
N -2.55 -2.81 -1.13 0.09
C -3.60 -2.32 -0.47 -0.66
I -5.02 -3.71 0.22 1.05
C -3.76 -0.99 -0.22 -0.09
C -2.76 -0.10 -0.67 -0.01
C -2.82 1.39 -0.43 -0.47
O -2.14 1.99 0.35 0.16
O -3.81 2.02 -1.19 0.07
F -3.52 3.39 -1.12 0.03
H -0.16 -0.97 0.86 0.08
H 1.37 -0.13 1.04 0.04
H -0.09 0.84 0.75 0.07
H 1.64 0.40 -1.27 0.08
H 0.99 -1.24 -1.24 0.09
H -0.71 1.25 -1.67 0.15
H -0.73 -2.40 -2.09 0.17
H -2.43 -3.81 -1.30 0.10
H -4.63 -0.58 0.35 0.00
Br 4.05 2.35 0.06 0.61
C 4.42 1.04 1.45 -0.68
C 5.13 -0.17 0.89 -0.66
Br 3.89 -1.33 -0.07 0.67
H 3.47 0.80 1.92 0.04
H 5.06 1.55 2.16 0.03
H 5.53 -0.78 1.70 0.06
H 5.93 0.08 0.20 0.02
Br -5.02 1.08 1.72 0.86
C -6.34 0.43 3.00 -0.62
C -5.67 -0.20 4.19 -0.67
Br -5.00 -1.97 3.76 0.60
H -6.99 -0.25 2.46 0.06
H -6.91 1.31 3.30 0.07
H -6.39 -0.35 4.99 0.07
H -4.83 0.38 4.56 0.06
Br -6.40 6.11 -5.50 0.62
C -6.13 4.88 -4.02 -0.71
C -5.39 3.65 -4.46 -0.71
Br -6.54 2.43 -5.44 0.61
H -7.11 4.66 -3.61 0.05
H -5.55 5.44 -3.29 0.05
H -5.04 3.09 -3.59 0.03
H -4.54 3.87 -5.10 0.05
Br 7.63 -0.41 -4.59 0.61
C 6.50 0.87 -3.65 -0.70
C 7.31 2.01 -3.09 -0.69
Br 8.27 1.47 -1.48 0.61
H 5.96 0.31 -2.89 0.04
H 5.80 1.24 -4.40 0.06
H 6.66 2.82 -2.77 0.05
H 8.05 2.39 -3.78 0.05
Br 8.46 0.86 4.27 0.60
C 8.26 2.69 4.90 -0.69
C 7.02 3.33 4.33 -0.70
Br 7.28 3.85 2.47 0.61
H 9.17 3.22 4.64 0.05
H 8.19 2.62 5.98 0.06
H 6.79 4.26 4.86 0.06
H 6.15 2.68 4.36 0.04
Br -2.11 -6.71 -0.92 0.62
C -3.39 -7.32 0.42 -0.69
C -2.70 -7.97 1.59 -0.70
Br -2.10 -9.77 1.14 0.64
H -4.09 -7.98 -0.08 0.06
H -3.91 -6.42 0.74 -0.03
H -3.39 -8.10 2.42 0.06
H -1.82 -7.42 1.93 0.05